ORCA calculation (ωB97M-V/def2-TZVPD) on 17 unconnected molecules or ions with the total composition C33H100O25 at a distorted geometry.

Values from the calculation:
Strongest force on any atom in hartree/bohr: 0.03410
E_LUMO in eV: 0.3
Energy in Ha: -3197.97832
HOMO-LUMO gap in eV: 9.8

The geometry in ORCA input format:
```
! wB97M-V def2-TZVPD RIJCOSX def2/J DEFGRID3
* xyz 0 1
C 0.021 -13.896 4.348
O -1.003 -12.962 4.542
C -2.259 -13.574 4.371
C -3.362 -12.531 4.472
O -3.657 -11.939 3.245
C -2.690 -10.989 2.864
H -0.168 -14.843 4.867
H 0.996 -13.476 4.569
H 0.040 -14.183 3.278
H -2.415 -14.315 5.168
H -2.330 -14.029 3.375
H -3.093 -11.814 5.253
H -4.231 -13.094 4.815
H -3.122 -10.284 2.148
H -1.862 -11.490 2.345
H -2.306 -10.409 3.706
C 3.427 -12.568 -6.485
O 2.540 -11.794 -5.742
C 1.904 -12.501 -4.711
C 2.781 -12.937 -3.573
O 3.557 -14.038 -3.949
C 4.465 -14.463 -2.937
H 3.073 -13.601 -6.666
H 4.366 -12.794 -5.958
H 3.631 -12.085 -7.435
H 1.346 -13.333 -5.153
H 1.157 -11.866 -4.226
H 2.160 -13.190 -2.703
H 3.452 -12.125 -3.262
H 3.933 -14.878 -2.067
H 5.110 -13.623 -2.604
H 5.159 -15.195 -3.351
C 2.658 -16.036 2.702
O 3.011 -16.587 3.943
C 3.020 -17.986 3.875
C 2.954 -18.577 5.238
O 4.065 -18.164 5.997
C 4.093 -18.725 7.267
H 1.580 -16.176 2.527
H 3.246 -16.462 1.879
H 2.799 -14.954 2.684
H 3.956 -18.301 3.387
H 2.175 -18.333 3.266
H 2.903 -19.676 5.186
H 2.028 -18.262 5.755
H 3.692 -19.749 7.306
H 3.532 -18.103 7.978
H 5.122 -18.791 7.621
C -3.154 -14.450 -0.166
O -3.614 -13.492 -1.080
C -3.806 -12.228 -0.526
C -4.247 -11.304 -1.624
O -3.290 -11.217 -2.656
C -3.473 -10.061 -3.439
H -3.965 -14.841 0.472
H -2.320 -14.074 0.433
H -2.834 -15.326 -0.729
H -2.850 -11.871 -0.097
H -4.563 -12.247 0.271
H -4.460 -10.306 -1.229
H -5.199 -11.701 -2.012
H -2.684 -10.056 -4.192
H -3.357 -9.136 -2.865
H -4.450 -10.066 -3.934
C 2.495 -5.588 2.167
O 2.742 -5.639 0.772
C 1.635 -5.966 -0.017
C 0.475 -5.035 0.088
O -0.153 -5.156 1.312
C -1.250 -4.290 1.465
H 1.844 -6.420 2.487
H 1.990 -4.668 2.465
H 3.459 -5.714 2.655
H 1.333 -7.011 0.170
H 1.979 -5.927 -1.052
H -0.241 -5.264 -0.710
H 0.826 -4.007 -0.038
H -1.746 -4.589 2.391
H -1.969 -4.380 0.645
H -0.959 -3.241 1.603
C 9.064 -11.451 1.701
O 7.796 -11.229 1.139
C 7.415 -9.902 1.205
C 6.324 -9.638 0.199
O 5.169 -10.409 0.510
C 4.259 -10.464 -0.519
H 9.837 -10.922 1.110
H 9.297 -12.505 1.581
H 9.148 -11.103 2.734
H 8.252 -9.225 0.980
H 7.072 -9.661 2.224
H 6.739 -9.990 -0.766
H 6.153 -8.552 0.133
H 3.287 -10.731 -0.117
H 4.494 -11.219 -1.281
H 4.163 -9.528 -1.080
C 0.938 -9.190 -2.753
O 1.270 -9.794 -1.566
C 0.141 -10.049 -0.786
C 0.505 -10.948 0.329
O 0.785 -12.228 -0.150
C 1.451 -12.997 0.799
H 1.850 -9.060 -3.326
H 0.500 -8.187 -2.615
H 0.171 -9.732 -3.319
H -0.740 -10.410 -1.330
H -0.165 -9.107 -0.294
H -0.330 -11.005 1.039
H 1.351 -10.486 0.852
H 1.002 -12.886 1.794
H 2.478 -12.624 0.899
H 1.470 -14.048 0.529
C -1.366 -9.797 -6.615
O -0.494 -10.079 -7.657
C -0.147 -11.414 -7.663
C 1.000 -11.681 -8.631
O 0.890 -11.104 -9.919
C 0.072 -11.849 -10.818
H -2.386 -10.217 -6.708
H -1.545 -8.723 -6.585
H -0.942 -10.187 -5.681
H -1.038 -12.005 -7.931
H 0.239 -11.813 -6.710
H 1.131 -12.778 -8.648
H 1.920 -11.300 -8.174
H 0.104 -11.331 -11.771
H -0.970 -11.903 -10.450
H 0.358 -12.909 -10.923
O 0.039 -14.562 -1.661
H -0.511 -14.227 -2.409
H 0.435 -13.775 -1.235
O -2.980 -7.099 0.141
H -3.887 -7.402 0.278
H -2.478 -7.363 0.970
O -0.081 -16.418 0.451
H -0.292 -16.062 -0.438
H 0.631 -17.053 0.301
O -1.251 -7.537 2.194
H -0.600 -8.169 2.567
H -0.735 -6.698 2.055
O 4.202 -12.137 2.824
H 4.927 -12.735 2.599
H 4.370 -11.348 2.280
O 0.751 -9.416 3.220
H 1.690 -9.181 3.189
H 0.716 -10.240 3.731
O -1.307 -12.948 -3.550
H -1.944 -13.200 -4.230
H -1.764 -12.238 -3.038
O 2.594 -6.235 -4.601
H 2.896 -7.153 -4.632
H 2.221 -6.073 -5.479
C -2.350 -5.421 -3.233
O -2.990 -5.159 -1.976
H -2.671 -6.373 -3.684
H -2.645 -4.640 -3.938
H -1.255 -5.403 -3.148
H -2.738 -5.872 -1.352
*
```

Here are the Löwdin charges for atoms 1 to 2, given in e: number 1, C, carries -0.1195; number 2, O, carries -0.1936

---

ORCA calculation (ωB97M-V/def2-TZVPD) on a molecular structure, C33H19BeBr2F4N3OP at a distorted geometry.

Values from the calculation:
Strongest force on any atom in hartree/bohr: 0.02200
E_LUMO in eV: -3.7
Energy in Ha: -7411.88962
HOMO-LUMO gap in eV: 6.8

The geometry in ORCA input format:
```
! wB97M-V def2-TZVPD RIJCOSX def2/J DEFGRID3
* xyz 1 1
Be -0.766 1.143 0.778
F 2.880 7.564 0.794
C 2.511 6.301 0.796
C 3.456 5.300 0.964
F 4.733 5.605 1.116
C 3.052 3.978 0.964
F 3.992 3.046 1.132
C 1.720 3.607 0.791
P 1.257 1.835 0.757
C 2.178 1.104 2.139
C 2.888 -0.089 2.028
C 3.482 -0.650 3.149
C 3.382 -0.018 4.379
C 2.666 1.164 4.496
C 2.049 1.716 3.387
C 1.918 1.209 -0.812
C 0.984 0.969 -1.823
C 1.387 0.463 -3.047
C 2.729 0.192 -3.271
C 3.664 0.435 -2.274
C 3.268 0.944 -1.047
C 0.787 4.630 0.612
Br -1.039 4.270 0.325
C 1.179 5.959 0.624
F 0.286 6.924 0.465
H 3.008 -0.569 1.067
H 4.025 -1.581 3.057
H 3.862 -0.449 5.247
H 2.585 1.656 5.456
H 1.471 2.629 3.486
H -0.066 1.189 -1.648
H 0.659 0.278 -3.825
H 3.046 -0.208 -4.224
H 4.711 0.225 -2.449
H 4.010 1.129 -0.284
Br -1.333 -3.752 -5.482
C -2.398 -3.879 -3.923
C -3.175 -2.795 -3.542
C -3.931 -2.872 -2.387
C -3.927 -4.041 -1.622
C -3.183 -5.140 -2.048
C -2.400 -5.053 -3.184
N -4.723 -4.208 -0.463
N -4.938 -3.298 0.347
C -4.231 -2.094 0.449
C -4.943 -0.920 0.593
C -4.323 0.334 0.710
C -2.953 0.415 0.716
O -2.199 1.524 0.796
C -2.209 -0.778 0.637
N -0.858 -0.577 0.683
C -0.065 -1.636 0.631
C -0.563 -2.935 0.608
C -1.926 -3.147 0.596
C -2.800 -2.051 0.543
H -3.189 -1.897 -4.144
H -4.552 -2.037 -2.093
H -3.199 -6.046 -1.456
H -1.802 -5.895 -3.505
H -6.023 -0.979 0.555
H -4.921 1.232 0.784
H 0.999 -1.451 0.640
H 0.124 -3.768 0.613
H -2.312 -4.155 0.641
*
```

Here are the Löwdin charges for atoms 1 to 2, given in e: number 1, Be, carries 0.1863; number 2, F, carries 0.1716

---

ORCA calculation (ωB97M-V/def2-TZVPD) on a molecular structure, C33H20Cl5N3O2Rh at a distorted geometry.

Values from the calculation:
Strongest force on any atom in hartree/bohr: 0.12869
E_LUMO (alpha / beta) in eV: 0.4 / 0.4
Energy in Ha: -3995.02265
HOMO-LUMO gap (alpha / beta) in eV: 4.1 / 4.0
Energy relative to the best compared isomer or geometry (same formula, charge and spin) in eV: 14.208

The geometry in ORCA input format:
```
! wB97M-V def2-TZVPD RIJCOSX def2/J DEFGRID3
* xyz -1 1
Rh 0.099 0.335 0.677
O -0.404 -2.841 -2.046
C -0.036 -1.772 -1.560
N 0.266 -1.523 -0.278
C 0.026 -2.617 0.680
C -0.313 -2.068 2.061
C -0.233 -2.688 3.271
C -0.359 -1.853 4.451
C -0.705 -0.554 4.417
C -1.104 0.060 3.102
N -0.624 -0.755 2.026
C 0.243 -0.549 -2.466
C 1.140 -0.305 -3.499
C 1.903 0.907 -3.855
C 2.233 2.192 -3.254
C 1.601 2.552 -2.095
N 0.106 0.595 -1.730
H 0.921 -3.240 0.766
H -0.787 -3.252 0.314
H 0.028 -3.733 3.359
H -0.121 -2.301 5.410
H -0.758 0.042 5.319
H -2.204 0.155 3.049
H 1.408 -1.143 -4.136
H 2.432 0.713 -4.786
H 2.965 2.816 -3.746
H 0.877 1.908 -0.027
Cl -2.039 6.471 -2.765
C -1.995 4.931 -1.979
C -0.865 4.517 -1.251
Cl 0.546 5.517 -1.270
C -0.800 3.143 -0.955
Cl 0.424 1.964 -1.358
C -2.050 2.694 -0.410
O -2.104 2.041 0.777
C -3.207 3.042 -1.085
Cl -4.715 2.313 -0.661
C -3.139 4.122 -1.977
Cl -4.506 4.520 -2.955
C -0.882 2.026 1.448
C -0.515 1.438 2.662
C 0.484 2.096 3.465
C 0.482 3.538 3.579
C 1.613 4.237 4.046
C 1.613 5.614 4.159
C 0.494 6.354 3.794
C -0.629 5.690 3.318
C -0.644 4.311 3.222
C 1.542 1.303 4.116
C 1.865 1.509 5.462
C 2.851 0.762 6.083
C 3.547 -0.205 5.366
C 3.249 -0.409 4.027
C 2.261 0.339 3.406
H 2.512 3.687 4.288
H 2.500 6.117 4.523
H 0.500 7.433 3.874
H -1.507 6.251 3.024
H -1.543 3.820 2.882
H 1.309 2.246 6.030
H 3.075 0.930 7.129
H 4.318 -0.791 5.850
H 3.789 -1.154 3.457
H 2.054 0.201 2.352
*
```

Here are the Löwdin charges for atoms 1 to 2, given in e: number 1, Rh, carries 0.8472; number 2, O, carries -0.0044

---

ORCA calculation (ωB97M-V/def2-TZVPD) on a molecular structure, C33H21Br2F9GeMoNO2 at a distorted geometry.

Values from the calculation:
Strongest force on any atom in hartree/bohr: 0.02602
<S²>: 2.03
E_LUMO (alpha / beta) in eV: 2.5 / 2.5
Energy in Ha: -9667.40167
HOMO-LUMO gap (alpha / beta) in eV: 4.8 / 7.1

The geometry in ORCA input format:
```
! wB97M-V def2-TZVPD RIJCOSX def2/J DEFGRID3
* xyz -1 3
Mo 0.427 -0.689 -0.968
C 3.311 1.095 -1.143
C 3.507 -0.317 -1.598
C 4.708 -0.787 -2.061
C 4.861 -2.108 -2.524
C 3.741 -2.973 -2.481
C 3.696 -4.317 -2.903
Br 5.271 -5.128 -3.612
C 2.552 -5.086 -2.840
C 1.389 -4.532 -2.324
Br -0.193 -5.570 -2.230
C 1.365 -3.218 -1.865
O 0.274 -2.630 -1.367
C 2.532 -2.448 -1.968
N 2.400 -1.127 -1.560
H 4.263 1.623 -1.100
H 2.842 1.117 -0.156
H 2.650 1.634 -1.828
H 5.551 -0.108 -2.076
H 5.810 -2.462 -2.898
H 2.559 -6.109 -3.186
C 0.477 -0.383 0.718
Ge -0.793 0.244 1.987
C -2.348 -0.712 1.257
C -3.272 -1.447 1.985
C -4.181 -2.280 1.340
C -4.168 -2.397 -0.041
C -3.258 -1.662 -0.792
C -2.368 -0.831 -0.136
C -0.456 -0.340 3.826
C 0.507 -1.312 4.086
C 0.728 -1.760 5.382
C -0.016 -1.242 6.433
C -0.978 -0.271 6.187
C -1.191 0.178 4.891
C -1.086 2.174 1.948
C -0.064 3.051 2.310
C -0.244 4.423 2.221
C -1.453 4.937 1.770
C -2.480 4.076 1.415
C -2.295 2.703 1.506
H -3.269 -1.399 3.069
H -4.888 -2.856 1.924
H -4.862 -3.067 -0.534
H -3.233 -1.746 -1.870
H -1.721 -0.168 -0.730
H 1.084 -1.720 3.263
H 1.481 -2.515 5.570
H 0.155 -1.592 7.444
H -1.557 0.140 7.005
H -1.933 0.950 4.710
H 0.889 2.660 2.649
H 0.562 5.093 2.494
H -1.591 6.009 1.690
H -3.422 4.471 1.055
H -3.097 2.035 1.209
F -0.847 0.953 -5.175
C -0.106 1.838 -4.494
F -0.308 3.048 -5.048
F 1.172 1.517 -4.673
C -0.476 1.809 -2.979
O 0.050 0.702 -2.434
C 0.093 3.097 -2.300
F -0.667 4.182 -2.527
F 0.179 2.925 -0.985
F 1.326 3.373 -2.750
C -2.033 1.819 -2.841
F -2.530 0.599 -3.061
F -2.638 2.661 -3.689
F -2.391 2.175 -1.596
*
```

Here are the Löwdin charges for atoms 1 to 2, given in e: number 1, Mo, carries 1.4975; number 2, C, carries -0.0504

---

ORCA calculation (ωB97M-V/def2-TZVPD) on a molecular structure, C33H21F4N6PtSTe.

Values from the calculation:
Strongest force on any atom in hartree/bohr: 0.01698
<S²>: 2.08
E_LUMO (alpha / beta) in eV: 2.0 / -0.2
Energy in Ha: -2783.62162
HOMO-LUMO gap (alpha / beta) in eV: 4.8 / 5.1
Energy relative to the best compared isomer or geometry (same formula, charge and spin) in eV: 0.000

The geometry in ORCA input format:
```
! wB97M-V def2-TZVPD RIJCOSX def2/J DEFGRID3
* xyz -1 3
Pt -0.077 0.286 -0.599
C -1.070 -3.118 -3.215
C -1.168 -2.190 -2.164
N -0.661 -0.985 -2.230
C -0.008 -0.615 -3.389
C 0.051 -1.456 -4.532
C -0.477 -2.743 -4.398
C 0.656 -0.957 -5.711
C 1.172 0.303 -5.736
C 1.181 1.143 -4.575
C 1.750 2.428 -4.534
C 1.736 3.140 -3.311
C 1.180 2.590 -2.194
N 0.603 1.346 -2.204
C 0.604 0.646 -3.390
H -1.474 -4.111 -3.078
H -1.701 -2.437 -1.256
H -0.411 -3.433 -5.233
H 0.710 -1.595 -6.587
H 1.618 0.684 -6.649
H 2.194 2.847 -5.430
H 2.177 4.126 -3.239
H 1.180 3.110 -1.248
Te -2.119 -2.475 1.601
C -1.753 -4.530 1.786
C -0.630 -5.264 1.548
C -0.817 -6.658 1.791
C -2.079 -6.955 2.197
S -3.042 -5.540 2.313
H 0.307 -4.826 1.225
H -0.039 -7.398 1.660
H -2.505 -7.917 2.444
C -0.310 1.452 3.595
C -0.279 1.872 2.121
C -1.713 2.083 1.631
C 0.494 3.179 1.966
C 0.472 0.788 1.321
H -0.797 2.216 4.212
H 0.707 1.307 3.977
H -0.854 0.512 3.724
H -2.150 2.968 2.109
H -2.343 1.221 1.866
H -1.729 2.224 0.552
H -0.011 3.984 2.509
H 0.557 3.458 0.910
H 1.513 3.087 2.357
H 1.513 0.729 1.643
F 2.386 -2.357 5.201
C 2.936 -1.936 4.068
C 4.269 -1.678 4.105
F 4.907 -1.888 5.253
C 4.995 -1.173 3.000
C 4.207 -1.025 1.832
C 2.879 -1.330 1.786
F 2.300 -1.301 0.594
C 2.128 -1.745 2.909
C 0.722 -2.010 2.887
C -0.208 -1.562 1.895
N -0.246 -0.443 1.238
C 0.139 -2.812 3.931
N -0.395 -3.442 4.736
F 4.787 -0.626 0.707
C 6.370 -0.875 3.051
C 7.202 -1.190 4.171
N 7.938 -1.436 5.024
C 7.082 -0.246 1.981
N 7.721 0.277 1.176
*
```

Here are the Löwdin charges for atoms 1 to 2, given in e: number 1, Pt, carries 1.0917; number 2, C, carries -0.0667

---

ORCA calculation (ωB97M-V/def2-TZVPD) on a molecular structure, C33H21FeI2N7OS2.

Values from the calculation:
Strongest force on any atom in hartree/bohr: 0.01726
<S²>: 0.99
E_LUMO (alpha / beta) in eV: 1.3 / 0.9
Energy in Ha: -4384.19852
HOMO-LUMO gap (alpha / beta) in eV: 6.1 / 5.5
Energy relative to the best compared isomer or geometry (same formula, charge and spin) in eV: 1.788

The geometry in ORCA input format:
```
! wB97M-V def2-TZVPD RIJCOSX def2/J DEFGRID3
* xyz -1 2
Fe -1.086 -0.116 0.198
I -1.637 0.207 -7.301
C -1.561 0.553 -5.239
C -0.533 1.315 -4.706
C -0.487 1.538 -3.343
I 1.030 2.728 -2.559
C -1.450 1.011 -2.459
O -1.457 1.233 -1.185
C -2.488 0.263 -3.053
C -3.533 -0.225 -2.111
N -2.980 -1.204 -1.168
C -4.032 -1.682 -0.285
C -4.050 -0.963 1.040
C -4.913 -1.426 2.028
C -5.001 -0.749 3.224
C -4.239 0.396 3.388
C -3.395 0.770 2.363
N -3.270 0.109 1.204
C -2.544 0.030 -4.414
H 0.229 1.735 -5.346
H -4.384 -0.653 -2.663
H -3.897 0.617 -1.514
H -2.584 -1.980 -1.688
H -3.912 -2.750 -0.090
H -5.017 -1.548 -0.757
H -5.493 -2.319 1.847
H -5.647 -1.105 4.015
H -4.271 0.973 4.300
H -2.782 1.646 2.479
H -3.360 -0.549 -4.827
S -0.452 -0.604 2.706
C 0.160 -2.211 2.895
C 1.062 -2.464 3.970
N 1.784 -2.637 4.848
C -0.237 -3.177 2.022
S -1.323 -2.750 0.752
C 0.196 -4.532 2.122
N 0.525 -5.632 2.177
N 8.912 2.204 0.726
C 7.798 1.932 0.657
C 6.407 1.596 0.571
C 5.625 1.582 1.724
C 4.280 1.277 1.633
C 3.704 0.970 0.401
C 4.499 0.975 -0.744
C 5.842 1.292 -0.665
C 2.258 0.674 0.301
C 1.368 1.630 0.798
C 1.656 2.962 1.195
C 0.455 3.547 1.513
C -0.522 2.547 1.319
N 0.013 1.402 0.924
C 1.859 -0.485 -0.369
C 2.688 -1.547 -0.827
C 1.883 -2.402 -1.542
C 0.588 -1.844 -1.488
N 0.555 -0.719 -0.791
H 6.074 1.807 2.681
H 3.666 1.252 2.523
H 4.046 0.753 -1.700
H 6.455 1.309 -1.555
H 2.626 3.429 1.170
H 0.276 4.559 1.833
H -1.580 2.651 1.460
H 3.740 -1.653 -0.627
H 2.160 -3.321 -2.027
H -0.301 -2.224 -1.970
*
```

Here are the Löwdin charges for atoms 1 to 2, given in e: number 1, Fe, carries 0.4652; number 2, I, carries 0.7982